Entry 1:
Density functional theory data (the ωB97M-V functional and the def2-TZVPD basis) for a cluster of 11 separate species, C29H29Cl40N6O2 in total at a distorted geometry.

Summary:
Multiplicity: 1
Total charge: +1
DFT total energy: -20008.37507 Eh
Strongest force on any atom: 5.257 eV/A
Highest occupied orbital energy: -11.567 eV
Energy above the lowest of the compared OMol25 structures with the same formula, charge and spin: 0.0 kJ/mol

Cartesian coordinates (Å):
C: -0.443 -2.622 5.569
C: -0.823 -2.645 4.402
N: -1.051 -2.541 2.986
C: -1.429 -1.205 2.524
N: -0.598 -0.034 2.410
C: 0.312 0.015 1.239
C: 1.822 -0.383 1.530
C: 2.550 -0.991 0.523
C: -0.005 0.402 3.669
O: -1.094 0.417 4.642
N: -0.653 0.876 5.841
O: -1.285 0.391 6.722
N: -2.700 -1.081 2.199
C: -3.598 -2.283 2.373
N: -3.364 -3.320 1.335
C: -4.707 -3.723 0.798
C: -3.354 0.149 1.673
C: -2.780 0.618 0.238
C: -3.398 1.379 2.729
C: -4.651 2.277 2.256
C: -5.899 1.867 3.173
C: 0.071 -3.128 2.181
C: -0.187 -3.234 0.737
C: 0.860 -3.816 -0.159
C: 2.056 -4.264 0.620
C: 2.076 -4.088 2.082
N: 1.153 -3.517 2.948
H: -0.125 -2.438 6.642
H: 0.356 1.112 0.912
H: -0.115 -0.528 0.334
H: 2.375 -0.165 2.483
H: 3.621 -1.322 0.649
H: 2.053 -1.227 -0.466
H: 0.762 -0.332 4.092
H: 0.397 1.455 3.586
H: -3.505 -2.721 3.423
H: -4.696 -1.999 2.287
H: -2.966 -4.162 1.766
H: -4.613 -4.495 -0.026
H: -5.290 -2.853 0.369
H: -5.372 -4.181 1.612
H: -4.457 -0.056 1.463
H: -3.612 1.058 -0.396
H: -1.996 1.422 0.352
H: -2.315 -0.295 -0.263
H: -2.425 1.951 2.585
H: -3.527 0.943 3.760
H: -4.386 3.374 2.304
H: -4.888 2.038 1.176
H: -6.873 1.913 2.602
H: -5.878 2.528 4.088
H: -5.748 0.768 3.446
H: -1.154 -2.855 0.301
H: 0.712 -3.890 -1.268
H: 2.927 -4.743 0.093
H: 3.004 -4.485 2.608
C: 5.162 0.412 -2.689
Cl: 4.675 -0.012 -4.342
Cl: 6.759 -0.286 -2.338
Cl: 5.234 2.176 -2.525
Cl: 3.972 -0.240 -1.539
C: -0.663 4.504 1.060
Cl: -0.811 3.256 2.319
Cl: -0.139 3.749 -0.459
Cl: -2.235 5.287 0.819
Cl: 0.530 5.713 1.562
C: -4.580 2.686 -3.438
Cl: -3.333 2.831 -4.689
Cl: -4.844 0.971 -3.060
Cl: -4.050 3.540 -1.973
Cl: -6.092 3.401 -4.023
C: 1.367 9.905 2.616
Cl: 2.318 8.507 2.072
Cl: -0.252 9.834 1.893
Cl: 1.229 9.874 4.383
Cl: 2.175 11.400 2.111
C: 7.952 2.205 -6.287
Cl: 9.587 2.893 -6.337
Cl: 7.734 1.094 -7.655
Cl: 7.735 1.318 -4.765
Cl: 6.746 3.508 -6.385
C: -4.111 -7.697 -0.394
Cl: -4.288 -8.948 0.849
Cl: -3.548 -8.438 -1.903
Cl: -5.678 -6.915 -0.671
Cl: -2.924 -6.488 0.149
C: 8.622 6.047 -9.258
Cl: 9.880 6.188 -10.500
Cl: 8.298 4.334 -8.929
Cl: 9.171 6.839 -7.767
Cl: 7.136 6.830 -9.831
C: -8.858 -8.850 -2.601
Cl: -7.097 -8.905 -2.389
Cl: -9.240 -8.203 -4.208
Cl: -9.525 -10.486 -2.449
Cl: -9.569 -7.803 -1.356
C: 11.252 2.536 -11.893
Cl: 10.415 3.599 -13.040
Cl: 10.473 2.652 -10.302
Cl: 11.170 0.860 -12.472
Cl: 12.950 3.032 -11.757
C: 1.632 -0.006 9.331
Cl: 1.874 0.039 11.085
Cl: 0.768 1.446 8.811
Cl: 3.207 -0.085 8.519
Cl: 0.669 -1.437 8.891

Cartesian forces (eV/Å) of the 6 atoms listed first:
-0.66 0.49 -0.90
0.78 0.81 0.73
1.64 0.44 1.06
-1.37 0.40 0.12
-0.68 -1.43 0.00
1.75 1.47 -0.68

---

Entry 2:
Density functional theory data (the ωB97M-V functional and the def2-TZVPD basis) for a structure of composition C29H29LiN2O4P2.

Summary:
Multiplicity: 1
Total charge: 0
DFT total energy: -2223.27289 Eh
Strongest force on any atom: 0.747 eV/A
Highest occupied orbital energy: -6.460 eV
Energy above the lowest of the compared OMol25 structures with the same formula, charge and spin: 0.0 kJ/mol

Cartesian coordinates (Å):
Li: 0.098 -0.156 0.660
O: -0.365 -1.887 0.069
P: -1.469 -2.719 0.649
C: -2.967 -1.726 0.941
P: -2.650 -0.104 1.716
O: -1.609 0.642 0.933
C: -4.246 0.715 1.739
C: -4.796 1.112 0.517
C: -6.015 1.766 0.482
C: -6.694 2.032 1.666
C: -6.150 1.651 2.881
C: -4.926 0.995 2.920
C: -2.149 -0.414 3.403
C: -2.826 -1.310 4.235
C: -2.361 -1.548 5.515
C: -1.212 -0.903 5.965
C: -0.531 -0.025 5.139
C: -1.000 0.226 3.856
C: -1.052 -3.489 2.212
C: -1.830 -4.543 2.701
C: -1.515 -5.127 3.914
C: -0.422 -4.661 4.639
C: 0.348 -3.618 4.153
C: 0.043 -3.022 2.932
C: -1.951 -4.073 -0.424
C: -0.922 -4.876 -0.919
C: -1.217 -5.952 -1.737
C: -2.538 -6.238 -2.065
C: -3.563 -5.442 -1.581
C: -3.269 -4.358 -0.762
H: -3.696 -2.291 1.528
H: -3.408 -1.493 -0.033
H: -4.257 0.933 -0.406
H: -6.434 2.076 -0.466
H: -7.645 2.548 1.638
H: -6.672 1.868 3.803
H: -4.499 0.716 3.874
H: -3.712 -1.828 3.886
H: -2.880 -2.249 6.156
H: -0.837 -1.108 6.960
H: 0.385 0.445 5.471
H: -0.450 0.889 3.201
H: -2.665 -4.927 2.123
H: -2.112 -5.948 4.291
H: -0.174 -5.119 5.589
H: 1.197 -3.248 4.713
H: 0.668 -2.195 2.591
H: 0.109 -4.653 -0.671
H: -0.416 -6.571 -2.121
H: -2.765 -7.082 -2.702
H: -4.590 -5.661 -1.840
H: -4.080 -3.741 -0.395
C: 1.644 3.767 1.123
C: 1.501 2.292 0.893
N: 0.904 1.785 -0.121
O: 0.332 2.769 -0.953
C: 2.074 1.375 1.910
C: 3.121 1.843 2.869
N: 1.610 0.155 1.917
O: 2.046 -0.688 2.796
H: 0.901 4.333 0.571
H: 2.635 4.099 0.805
H: 1.560 3.988 2.186
H: -0.115 2.230 -1.612
H: 3.859 2.492 2.394
H: 3.621 0.967 3.277
H: 2.699 2.404 3.712

Cartesian forces (eV/Å) of the 6 atoms listed first:
0.35 0.34 -0.44
-0.36 -0.39 0.23
0.47 0.43 -0.05
-0.21 -0.02 -0.01
0.64 0.10 -0.29
-0.64 -0.18 0.35

---

Entry 3:
Density functional theory data (the ωB97M-V functional and the def2-TZVPD basis) for a structure of composition C29H29N4O7PS2SeW at a distorted geometry.

Summary:
Multiplicity: 2
Total charge: +1
DFT total energy: -5474.32086 Eh
Strongest force on any atom: 1.197 eV/A
Highest occupied orbital energy (spin up / spin down): -9.451 / -9.451 eV
Energy above the lowest of the compared OMol25 structures with the same formula, charge and spin: 214.4 kJ/mol

Cartesian coordinates (Å):
W: 0.594 1.650 0.986
C: -0.353 3.662 0.017
C: -1.306 3.139 0.909
C: -1.714 1.868 0.425
C: -1.012 1.606 -0.779
C: -0.186 2.720 -1.031
H: 0.205 4.576 0.138
H: -1.613 3.589 1.838
H: -2.460 1.229 0.868
H: -0.995 0.682 -1.354
H: 0.511 2.797 -1.850
C: -3.134 -12.616 -4.832
O: -3.518 -11.428 -5.506
C: -3.093 -10.249 -4.997
C: -3.502 -9.107 -5.685
C: -3.119 -7.861 -5.240
C: -2.318 -7.719 -4.105
C: -1.920 -8.861 -3.425
C: -2.299 -10.123 -3.859
C: -1.895 -6.408 -3.609
N: -1.373 -6.170 -2.428
C: -1.134 -4.822 -2.404
C: -1.514 -4.232 -3.582
N: -2.000 -5.260 -4.353
C: -1.372 -2.836 -3.838
C: -1.717 -2.215 -5.045
C: -1.539 -0.863 -5.181
C: -1.031 -0.152 -4.091
N: -0.694 -0.709 -2.945
C: -0.840 -2.039 -2.799
C: -0.427 -2.654 -1.529
N: 0.105 -1.863 -0.578
C: 0.523 -2.428 0.536
C: 0.429 -3.797 0.807
C: -0.131 -4.612 -0.141
C: -0.566 -4.042 -1.345
H: -3.574 -13.435 -5.392
H: -3.516 -12.630 -3.809
H: -2.048 -12.730 -4.819
H: -4.126 -9.225 -6.560
H: -3.474 -6.992 -5.782
H: -1.303 -8.755 -2.543
H: -1.971 -10.992 -3.310
H: -2.328 -5.207 -5.300
H: -2.121 -2.798 -5.864
H: -1.789 -0.348 -6.098
H: -0.897 0.923 -4.165
H: 0.987 -1.772 1.265
H: 0.801 -4.187 1.745
H: -0.239 -5.679 0.000
C: 3.558 -0.795 5.714
C: 2.659 -1.556 4.773
O: 2.286 -0.734 3.634
P: 1.202 0.418 3.585
S: 1.447 2.539 3.871
S: -0.610 0.269 2.467
O: 0.615 0.063 5.055
C: -0.108 0.878 5.998
C: -1.525 1.197 5.585
H: 3.911 -1.461 6.502
H: 3.025 0.030 6.188
H: 4.427 -0.402 5.187
H: 1.763 -1.925 5.263
H: 3.183 -2.391 4.312
H: 0.454 1.792 6.195
H: -0.101 0.286 6.912
H: -1.554 1.882 4.738
H: -2.037 1.672 6.422
H: -2.071 0.289 5.325
O: 2.482 3.037 0.386
Se: 3.117 1.834 -0.583
O: 1.721 0.823 -0.497
O: 1.862 0.772 2.006
O: 0.756 2.949 2.427

Cartesian forces (eV/Å) of the 6 atoms listed first:
-0.10 1.17 0.26
0.02 -0.08 -0.04
-0.01 0.03 0.00
-0.02 -0.14 -0.10
0.18 -0.02 -0.08
0.04 -0.13 0.06

---

Entry 4:
Density functional theory data (the ωB97M-V functional and the def2-TZVPD basis) for a cluster of 3 separate species, C29H29N5O7 in total.

Summary:
Multiplicity: 1
Total charge: 0
DFT total energy: -1922.71935 Eh
Strongest force on any atom: 0.596 eV/A
Highest occupied orbital energy: -9.626 eV
SMILES: C[C@](C#N)(CC(=O)c1ccccc1)[C@@](C#N)(CN)CCOC=O.O=[N+]([O-])c1ccccc1.O=[N+]([O-])c1ccccc1
Energy above the lowest of the compared OMol25 structures with the same formula, charge and spin: 0.0 kJ/mol

Cartesian coordinates (Å):
C: 0.199 1.210 -0.547
C: 0.407 -0.306 -0.737
C: -0.271 -0.688 -1.991
N: -0.765 -1.047 -2.965
C: -0.245 -1.090 0.429
C: -1.633 -0.632 0.824
O: -1.826 -0.175 1.925
C: -2.747 -0.758 -0.159
C: -3.131 -2.002 -0.647
C: -4.164 -2.086 -1.563
C: -4.799 -0.936 -2.005
C: -4.420 0.303 -1.515
C: -3.394 0.391 -0.590
C: 1.930 -0.676 -0.909
C: 2.608 -0.311 0.344
N: 3.143 -0.015 1.313
C: 2.131 -2.246 -1.033
N: 1.961 -2.871 -2.323
C: 2.613 -0.051 -2.138
C: 2.915 1.445 -2.243
O: 3.132 2.062 -0.971
C: 3.028 3.414 -0.964
O: 2.001 4.001 -1.099
H: -0.829 1.423 -0.270
H: 0.374 1.731 -1.484
H: 0.871 1.605 0.208
H: -0.332 -2.139 0.139
H: 0.373 -1.058 1.325
H: -2.623 -2.896 -0.312
H: -4.461 -3.049 -1.951
H: -5.593 -0.996 -2.735
H: -4.893 1.219 -1.839
H: -3.087 1.350 -0.193
H: 3.163 -2.419 -0.732
H: 1.516 -2.750 -0.294
H: 2.798 -2.831 -2.883
H: 1.185 -2.515 -2.864
H: 3.550 -0.592 -2.274
H: 2.007 -0.307 -3.007
H: 2.117 1.965 -2.773
H: 3.816 1.568 -2.847
H: 3.981 3.925 -0.782
C: -2.470 5.720 1.599
C: -3.059 4.467 1.703
C: -4.036 4.083 0.799
C: -4.400 4.969 -0.199
C: -3.831 6.222 -0.319
C: -2.857 6.596 0.593
N: -5.418 4.550 -1.179
O: -5.900 3.443 -1.037
O: -5.700 5.320 -2.073
H: -1.704 6.015 2.304
H: -2.758 3.785 2.486
H: -4.505 3.113 0.867
H: -4.139 6.890 -1.109
H: -2.398 7.572 0.515
C: 3.216 -3.401 4.368
C: 3.484 -2.816 3.136
C: 3.780 -3.615 2.046
C: 3.791 -4.987 2.203
C: 3.527 -5.591 3.417
C: 3.240 -4.784 4.508
N: 4.089 -5.828 1.030
O: 4.334 -5.264 -0.018
O: 4.071 -7.032 1.179
H: 2.985 -2.777 5.221
H: 3.474 -1.742 3.022
H: 4.003 -3.174 1.088
H: 3.547 -6.666 3.510
H: 3.031 -5.237 5.467

Cartesian forces (eV/Å) of the 6 atoms listed first:
0.04 -0.09 -0.28
-0.27 0.40 -0.11
-0.06 -0.28 -0.05
0.09 0.16 0.03
0.13 -0.57 -0.09
-0.04 0.14 0.16

---

Look up the total charge of the second one.
0

---

The highest DFT total energy belongs to which entry?
C29H29N5O7